2 unconnected molecules or ions with the total composition C2H4O3P at a distorted geometry. Source: OMol25; level of theory: ωB97M-V/def2-TZVPD.

XYZ file:
```
10
Properties=species:S:1:pos:R:3:forces:R:3:mulliken_charge:R:1
C -0.923 1.100 -0.751 1.2 1.5 -2.1 0.29
C 1.517 -0.319 0.054 1.9 -5.8 -1.4 -1.47
O -3.012 0.464 0.605 -0.6 0.0 0.3 -0.61
O -1.289 -1.477 0.421 -0.2 -0.2 -0.1 -0.59
O -0.210 2.006 -0.949 -0.9 -0.8 0.8 -0.35
P -1.605 -0.034 0.641 -0.6 -0.2 1.2 0.25
H 2.509 -0.923 0.146 -1.7 1.9 0.2 0.26
H 0.777 -1.100 -0.250 0.8 -0.2 -0.1 0.43
H 1.326 0.310 -0.706 1.0 2.5 -2.8 0.36
H 0.910 -0.025 0.791 -0.9 1.4 4.1 0.43
```
Forces are in eV/Å.

## Properties
charge	-1
gap between HOMO and LUMO (spin up / spin down)	7.02 / 7.02	eV
HOMO (spin up / spin down)	-3.09 / -3.09	eV
LUMO (spin up / spin down)	3.93 / 3.93	eV
maximum force	6.29	eV/Å
relative energy (zero: lowest compared OMol25 entry of this formula, charge and spin)	278.7	kJ/mol
E_tot	-17570.34464	eV

A molecular structure, C2H4O3S2 at a distorted geometry. Source: OMol25; level of theory: ωB97M-V/def2-TZVPD.

XYZ file:
```
11
Properties=species:S:1:pos:R:3:forces:R:3:mulliken_charge:R:1
C 0.068 -0.476 0.096 1.9 -0.1 2.2 0.07
C 1.135 -0.722 1.141 -3.0 0.0 0.5 -1.02
O -2.130 0.035 -1.411 1.6 1.2 -0.1 -0.53
O -0.694 1.854 -2.339 0.4 0.8 -1.7 -0.51
O 0.399 -0.053 -1.086 -0.2 -0.1 -0.2 -0.34
S -0.833 1.786 0.503 0.0 -1.1 -0.2 -0.21
S -1.023 0.978 -1.305 -2.2 -1.1 1.0 0.97
H -0.833 -0.969 0.231 -2.0 -0.5 0.0 0.61
H 1.938 -0.346 0.599 2.3 1.1 0.6 0.32
H 1.268 -1.750 1.443 0.0 -0.7 -0.7 0.33
H 0.705 -0.337 2.127 1.3 0.4 -1.4 0.30
```
Forces are in eV/Å.

## Properties
gap between HOMO and LUMO (spin up / spin down)	8.44 / 8.43	eV
HOMO (spin up / spin down)	-9.79 / -9.78	eV
LUMO (spin up / spin down)	-1.35 / -1.35	eV
maximum force	3.01	eV/Å
relative energy (zero: lowest compared OMol25 entry of this formula, charge and spin)	257.2	kJ/mol
E_tot	-29948.75598	eV

2 unconnected molecules or ions with the total composition C2H4O4. Source: OMol25; level of theory: ωB97M-V/def2-TZVPD.

XYZ file:
```
10
Properties=species:S:1:pos:R:3:forces:R:3:mulliken_charge:R:1
O 0.142 1.604 -0.567 -0.2 -0.1 -0.1 -0.43
C -0.629 1.453 0.325 0.0 0.6 -0.2 0.20
O -1.601 0.518 0.282 0.1 -0.1 0.0 -0.42
H -0.660 2.115 1.204 0.0 -0.2 0.1 0.31
H -2.088 0.502 1.115 0.0 0.0 0.0 0.33
O 1.186 -0.695 0.705 0.1 0.0 0.2 -0.46
C 1.327 -1.326 -0.305 0.0 -0.3 0.1 0.19
O 0.390 -1.459 -1.250 0.1 0.4 0.3 -0.41
H 2.239 -1.887 -0.531 -0.1 -0.1 -0.2 0.35
H -0.306 -0.824 -0.977 0.0 -0.3 -0.3 0.33
```
Forces are in eV/Å.

## Properties
gap between HOMO and LUMO	11.15	eV
structure (SMILES)	O=CO.O=CO
HOMO	-10.65	eV
LUMO	0.50	eV
maximum force	0.66	eV/Å
relative energy (zero: lowest compared OMol25 entry of this formula, charge and spin)	49.7	kJ/mol
E_tot	-10328.88457	eV

2 unconnected molecules or ions with the total composition C2H4O4 at a distorted geometry. Source: OMol25; level of theory: ωB97M-V/def2-TZVPD.

XYZ file:
```
10
Properties=species:S:1:pos:R:3:forces:R:3:mulliken_charge:R:1
O -1.117 -0.837 2.505 0.7 -0.6 0.6 -0.44
C -0.618 -0.387 1.527 -1.7 0.7 -0.3 0.35
O -1.114 0.760 0.967 1.2 0.5 -0.5 -0.43
H 0.130 -0.837 0.868 0.0 -0.2 0.4 0.19
H -1.199 1.478 1.607 -0.4 -0.4 0.3 0.33
O 1.991 -0.161 -2.106 0.0 -0.5 -0.3 -0.43
C 1.153 -0.053 -1.271 -0.7 1.5 0.3 0.26
O -0.180 -0.351 -1.393 1.0 0.3 -0.9 -0.38
H 1.270 0.557 -0.367 0.4 -0.6 0.5 0.27
H -0.315 -0.168 -2.337 -0.5 -0.7 -0.1 0.28
```
Forces are in eV/Å.

## Properties
gap between HOMO and LUMO	11.55	eV
structure (SMILES)	O=CO.O=CO
HOMO	-10.95	eV
LUMO	0.60	eV
maximum force	1.83	eV/Å
relative energy (zero: lowest compared OMol25 entry of this formula, charge and spin)	127.5	kJ/mol
E_tot	-10328.07776	eV

A molecular structure, C2H4O4 at a distorted geometry. Source: OMol25; level of theory: ωB97M-V/def2-TZVPD.

XYZ file:
```
10
Properties=species:S:1:pos:R:3:forces:R:3:mulliken_charge:R:1
C 1.183 -0.689 -0.834 -3.8 1.6 0.1 0.04
C -0.290 0.027 0.285 1.5 -0.5 -1.7 0.62
O 0.951 -1.165 -1.899 -0.2 -0.6 0.5 -0.37
O -0.244 -0.217 1.596 -2.7 -3.7 -0.3 -0.51
O -0.116 1.395 0.196 0.8 -0.6 2.0 -0.51
O -1.458 -0.419 -0.326 1.5 0.2 -0.4 -0.49
H 2.122 -0.200 -0.700 1.4 0.3 1.1 0.31
H 0.355 0.262 2.083 2.2 2.0 1.2 0.31
H -0.318 1.627 -0.661 -0.7 1.2 -3.1 0.30
H -2.185 -0.621 0.260 0.0 0.1 0.8 0.31
```
Forces are in eV/Å.

## Properties
gap between HOMO and LUMO	9.45	eV
HOMO	-8.84	eV
LUMO	0.61	eV
maximum force	4.54	eV/Å
relative energy (zero: lowest compared OMol25 entry of this formula, charge and spin)	277.6	kJ/mol
E_tot	-10326.52284	eV

2 unconnected molecules or ions with the total composition C2H4O4S2 at a distorted geometry. Source: OMol25; level of theory: ωB97M-V/def2-TZVPD.

XYZ file:
```
12
Properties=species:S:1:pos:R:3:forces:R:3:mulliken_charge:R:1
C -3.270 -0.784 -0.175 0.2 -0.4 -0.5 0.75
C 2.061 -1.066 0.019 0.4 1.5 3.7 -0.56
O -3.229 -0.928 0.945 -0.2 -0.2 3.6 -0.35
O -1.083 0.555 0.109 -0.5 0.1 -0.3 -0.44
O -3.302 -0.743 -1.307 -0.3 0.5 -3.1 -0.35
O 1.299 0.022 -0.489 -1.5 0.3 -1.3 -0.24
S 0.814 2.747 -0.179 -0.3 -0.3 0.0 -0.24
S 0.268 0.789 0.538 1.1 -0.1 -0.1 0.48
H -0.468 3.182 -0.141 0.3 -0.2 0.1 0.17
H 2.369 -1.880 -0.601 -0.8 -0.2 -1.0 0.27
H 1.601 -1.416 1.019 0.7 0.1 -1.6 0.24
H 2.942 -0.477 0.261 0.8 -1.0 0.5 0.29
```
Forces are in eV/Å.

## Properties
gap between HOMO and LUMO	10.08	eV
HOMO	-9.89	eV
LUMO	0.19	eV
maximum force	4.04	eV/Å
relative energy (zero: lowest compared OMol25 entry of this formula, charge and spin)	159.6	kJ/mol
E_tot	-31998.29511	eV

2 unconnected molecules or ions with the total composition C2H4O4Si at a distorted geometry. Source: OMol25; level of theory: ωB97M-V/def2-TZVPD.

XYZ file:
```
11
Properties=species:S:1:pos:R:3:forces:R:3:mulliken_charge:R:1
O -1.423 -0.126 1.780 0.5 0.4 2.1 -0.53
Si -2.059 -0.475 0.490 -0.7 0.4 -2.2 0.71
O -1.241 -1.140 -0.705 0.2 1.8 1.0 -0.38
O -3.461 0.112 -0.116 1.1 -1.2 -0.6 -0.46
H -1.291 -1.924 -1.173 -0.3 -2.2 -1.3 0.33
H -4.004 0.510 0.537 -0.9 0.7 0.9 0.34
C 2.406 -0.384 -0.308 -0.9 1.4 -0.2 -0.84
C 2.056 -1.613 -0.258 -0.4 -4.9 2.8 0.73
O 1.886 -2.743 0.092 0.0 2.6 -1.7 -0.42
H 1.724 0.354 0.081 0.0 0.1 0.1 0.27
H 3.147 -0.149 -1.000 1.2 0.7 -1.0 0.27
```
Forces are in eV/Å.

## Properties
gap between HOMO and LUMO	9.04	eV
structure (SMILES)	O=[Si](O)O.C=C=O
HOMO	-9.38	eV
LUMO	-0.34	eV
maximum force	5.63	eV/Å
relative energy (zero: lowest compared OMol25 entry of this formula, charge and spin)	133.4	kJ/mol
E_tot	-18207.56651	eV

A single C2H4OS molecule at a distorted geometry. Source: OMol25; level of theory: ωB97M-V/def2-TZVPD.

XYZ file:
```
8
Properties=species:S:1:pos:R:3:forces:R:3:mulliken_charge:R:1
O 1.405 -0.416 -0.129 -0.4 0.8 0.7 -0.51
C 0.234 0.433 0.162 1.3 -0.5 -1.3 -0.23
C -0.944 -0.476 0.234 4.0 -1.5 1.3 -0.02
S -2.382 -0.097 -0.135 -3.4 0.6 -0.7 -0.29
H 1.729 -0.168 -1.009 -0.2 -0.1 0.5 0.31
H 0.296 1.133 1.001 0.5 -0.6 0.4 0.26
H 0.200 1.070 -0.694 -0.8 0.7 -0.6 0.25
H -0.539 -1.478 0.570 -1.0 0.7 -0.3 0.25
```
Forces are in eV/Å.

## Properties
gap between HOMO and LUMO	8.80	eV
structure (SMILES)	OCC=S
HOMO	-8.85	eV
LUMO	-0.05	eV
maximum force	4.43	eV/Å
relative energy (zero: lowest compared OMol25 entry of this formula, charge and spin)	145.4	kJ/mol
E_tot	-15019.95889	eV

2 unconnected molecules or ions with the total composition C2H4OS at a distorted geometry. Source: OMol25; level of theory: ωB97M-V/def2-TZVPD.

XYZ file:
```
8
Properties=species:S:1:pos:R:3:forces:R:3:mulliken_charge:R:1
C 1.112 -0.644 -0.003 0.8 -0.2 -0.2 -0.29
C 0.236 0.160 0.493 -3.4 -1.5 -0.6 -0.41
O -2.894 0.777 -0.055 -0.3 0.1 0.0 -0.44
S -2.190 -0.710 0.065 2.9 1.4 0.5 -0.01
H 2.182 -0.467 0.088 0.0 0.2 0.1 0.24
H 0.846 -1.540 -0.539 -0.2 -0.1 -0.1 0.22
H 0.119 1.059 1.047 0.0 0.4 0.3 0.35
H -2.758 1.145 -0.938 0.0 -0.2 0.0 0.34
```
Forces are in eV/Å.

## Properties
gap between HOMO and LUMO (spin up / spin down)	8.13 / 8.14	eV
HOMO (spin up / spin down)	-8.70 / -8.70	eV
LUMO (spin up / spin down)	-0.56 / -0.56	eV
maximum force	3.79	eV/Å
relative energy (zero: lowest compared OMol25 entry of this formula, charge and spin)	379.4	kJ/mol
E_tot	-15017.53347	eV

A molecular structure, C2H4OS at a distorted geometry. Source: OMol25; level of theory: ωB97M-V/def2-TZVPD.

XYZ file:
```
8
Properties=species:S:1:pos:R:3:forces:R:3:mulliken_charge:R:1
C 0.022 -0.784 -0.762 -5.9 3.1 3.2 -0.76
C 0.534 0.247 -0.065 1.5 5.5 5.1 0.19
O -0.095 0.217 1.334 1.5 -0.3 -0.7 -0.55
S -0.611 1.422 -1.292 1.9 -3.4 1.0 -0.20
H 0.328 -1.668 -1.070 1.9 -3.4 -2.9 0.40
H -0.893 -0.887 0.034 1.5 -0.7 -2.8 0.27
H -0.869 0.751 1.517 -0.1 0.6 -0.8 0.33
H 1.586 0.702 0.304 -2.2 -1.4 -2.1 0.33
```
Forces are in eV/Å.

## Properties
gap between HOMO and LUMO	8.19	eV
HOMO	-9.19	eV
LUMO	-1.00	eV
maximum force	7.66	eV/Å
relative energy (zero: lowest compared OMol25 entry of this formula, charge and spin)	461.7	kJ/mol
E_tot	-15016.68036	eV